1.
{
  "formula": "C6H9N",
  "method": "ωB97M-V/def2-TZVPD",
  "symbols": ["C", "N", "C", "C", "C", "C", "C", "H", "H", "H", "H", "H", "H", "H", "H", "H"],
  "coordinates": [[1.911, -0.557, -0.081], [0.970, 0.525, 0.055], [-0.736, 0.564, 1.250], [-1.050, 1.411, 0.011], [-0.227, 0.381, -0.803], [-0.987, -0.905, -0.453], [-1.278, -0.767, 0.848], [1.472, -1.563, 0.040], [2.317, -0.497, -1.103], [2.744, -0.432, 0.616], [0.490, 0.685, 1.302], [-0.588, 2.401, 0.017], [-2.111, 1.457, -0.237], [0.004, 0.518, -1.872], [-1.175, -1.752, -1.107], [-1.759, -1.471, 1.519]],
  "de_lowest_kcal_mol": 136.5,
  "charge": 0,
  "gap_ev": 8.330,
  "lumo_energy_ev": 0.2
}


2.
{
  "formula": "C6H9N",
  "method": "ωB97M-V/def2-TZVPD",
  "symbols": ["C", "C", "C", "C", "C", "C", "N", "H", "H", "H", "H", "H", "H", "H", "H", "H"],
  "coordinates": [[-0.085, 1.411, 1.584], [-0.430, 0.503, 0.398], [0.748, -0.398, -0.040], [0.252, -1.716, -0.646], [-0.539, -1.807, -1.873], [-0.892, 1.312, -0.743], [-1.217, 1.962, -1.644], [-0.945, 2.022, 1.871], [0.748, 2.078, 1.343], [0.201, 0.792, 2.441], [1.367, -0.608, 0.840], [1.377, 0.144, -0.756], [1.098, -2.257, -1.151], [-0.076, -2.419, 0.132], [-0.335, -0.878, -2.450], [-1.271, -0.140, 0.692]],
  "de_lowest_kcal_mol": 100.8,
  "charge": 0,
  "gap_ev": 8.677,
  "lumo_energy_ev": -0.2
}


3.
{
  "formula": "C6H9N",
  "method": "ωB97M-V/def2-TZVPD",
  "symbols": ["C", "C", "C", "C", "C", "C", "N", "H", "H", "H", "H", "H", "H", "H", "H", "H"],
  "coordinates": [[1.732, 1.100, 1.303], [0.665, 0.378, 0.506], [0.864, -0.781, -0.066], [0.826, -1.893, -0.747], [-1.751, -0.124, -0.036], [-0.726, 0.955, 0.234], [-2.549, -0.044, -1.020], [1.767, 2.173, 1.085], [2.718, 0.681, 1.074], [1.580, 0.993, 2.385], [0.532, -2.833, -0.287], [1.041, -1.887, -1.812], [-1.749, -0.964, 0.674], [-0.695, 1.594, -0.656], [-1.090, 1.570, 1.066], [-3.180, -0.848, -1.027]],
  "de_lowest_kcal_mol": 54.5,
  "smiles": "[H]/N=C/CC(C)=C=C",
  "charge": 0,
  "gap_ev": 10.297,
  "lumo_energy_ev": 1.0
}


4.
{
  "formula": "C6H9N",
  "method": "ωB97M-V/def2-TZVPD",
  "symbols": ["C", "C", "C", "C", "C", "C", "N", "H", "H", "H", "H", "H", "H", "H", "H", "H"],
  "coordinates": [[-0.943, -0.022, -1.640], [-0.520, -0.277, -0.235], [0.414, 0.492, 0.648], [1.587, 1.195, -0.027], [0.618, -0.310, 1.932], [-0.285, -1.312, 1.776], [-0.931, -1.278, 0.483], [-1.304, 1.005, -1.758], [-1.729, -0.710, -1.968], [-0.080, -0.139, -2.307], [2.154, 1.733, 0.737], [1.248, 1.916, -0.782], [2.266, 0.483, -0.508], [-0.260, 1.277, 1.054], [-0.595, -2.123, 2.427], [-1.642, -1.931, 0.165]],
  "de_lowest_kcal_mol": 77.0,
  "charge": 0,
  "gap_ev": 7.716,
  "lumo_energy_ev": 0.5
}


5.
{
  "formula": "C6H9N",
  "method": "ωB97M-V/def2-TZVPD",
  "symbols": ["C", "C", "C", "C", "N", "C", "C", "H", "H", "H", "H", "H", "H", "H", "H", "H"],
  "coordinates": [[-1.607, 0.838, -1.495], [-0.127, 0.647, -1.435], [0.966, 1.224, -1.878], [0.817, -0.199, -0.636], [0.805, 0.043, 0.783], [1.154, -1.062, 1.652], [-0.251, -0.601, 1.539], [-2.149, -0.057, -1.829], [-1.837, 1.654, -2.189], [-2.005, 1.122, -0.512], [0.923, -1.251, -0.949], [1.808, 0.257, -1.035], [1.747, -0.803, 2.525], [1.393, -2.024, 1.196], [-0.936, -1.251, 0.994], [-0.693, 0.009, 2.323]],
  "de_lowest_kcal_mol": 128.2,
  "charge": 0,
  "gap_ev": 10.446,
  "lumo_energy_ev": 1.0
}


6.
{
  "formula": "C6H9N",
  "method": "ωB97M-V/def2-TZVPD",
  "symbols": ["C", "C", "C", "C", "C", "N", "C", "H", "H", "H", "H", "H", "H", "H", "H", "H"],
  "coordinates": [[-1.441, 0.250, 1.407], [-0.576, 0.343, 0.423], [-0.816, -0.406, -0.840], [0.526, -0.716, -0.920], [1.491, 0.293, -0.542], [1.090, 1.673, -0.829], [0.697, 1.099, 0.439], [-1.257, 0.847, 2.282], [0.651, -2.893, 0.446], [-2.402, -0.222, 1.290], [-1.320, -1.333, -0.581], [-1.365, 0.028, -1.653], [0.820, -2.476, -0.242], [2.552, 0.092, -0.487], [0.319, 1.754, -1.495], [1.094, 1.544, 1.347]],
  "de_lowest_kcal_mol": 172.7,
  "charge": 0,
  "gap_ev": [7.466, 7.541],
  "lumo_energy_ev": [-0.1, -0.1]
}


Results for max |F|: 0.3, 1.1, 0.4, 0.5, 0.8, 6.0 (in eV/Å, following the order of the records).